Record 1
Density functional theory data (ωB97M-V/def2-TZVPD) for a cluster of 14 separate species, H28O14 in total.

Structure (XYZ):
```
42
Properties=species:S:1:pos:R:3:forces:R:3
H 0.81018 0.04443 0.73820 2.24 0.20 2.06
H -0.59635 0.18843 0.48256 0.81 0.50 -1.05
H -6.19154 1.10231 0.12780 2.68 0.10 0.90
H -4.74315 1.68526 0.70534 -0.78 0.21 -0.18
H -1.08327 -1.70756 1.07943 -3.41 -1.46 0.32
H 0.29426 -2.14228 1.45115 -0.23 -0.41 0.37
H 4.08527 1.27103 2.00143 1.52 -1.31 0.80
H 5.14000 1.10227 1.04777 0.69 -0.96 0.96
H 1.47066 -0.15893 -2.89718 1.41 0.05 0.30
H 0.11285 -0.60552 -2.88334 0.07 -0.83 -0.32
H 1.74284 -0.24453 -1.08323 -0.12 -0.65 0.31
H 1.31962 -1.63795 -0.66795 -2.22 -1.07 0.69
H -2.38040 1.54765 -3.04449 -0.75 0.66 -0.47
H -3.30333 2.70531 -2.76883 -0.25 0.17 -0.14
H -1.68404 0.99823 -4.81348 1.01 -0.17 0.37
H -1.03782 0.61240 -3.51182 -0.24 -0.46 1.73
H 1.21288 -1.73057 5.89287 -1.73 0.08 -1.46
H 0.64701 -1.81561 4.42372 0.44 -0.04 -0.32
H -2.03721 0.47877 4.92052 0.23 0.08 -0.08
H -1.67667 -0.77634 4.19644 -0.26 -0.91 -0.23
H -3.12197 -3.07376 0.15002 0.08 0.03 0.06
H -3.89168 -4.37116 0.07180 -0.06 -1.20 0.50
H 0.49095 3.62046 2.16675 0.13 0.33 1.94
H 1.20665 2.93531 3.29731 0.73 -0.95 0.54
H 4.62216 -0.63130 -0.61371 0.70 -0.86 0.85
H 4.01302 -1.87060 -0.37693 -3.12 -2.19 -0.86
H 1.66141 1.46024 -3.80508 -0.06 1.48 0.60
H 1.77195 1.62637 -5.42185 -0.17 -1.06 2.55
O 0.25029 0.01812 0.02201 -1.83 7.81 -5.52
O -5.23173 0.90655 0.41619 -1.84 -0.29 -0.70
O -0.21923 -1.42855 1.05109 1.47 -6.01 4.47
O 4.95372 0.74804 1.95575 -2.18 2.42 -1.57
O 0.89282 -0.64018 -3.45832 -1.72 -2.02 1.51
O 2.03085 -1.16289 -0.99747 3.48 1.05 -1.02
O -3.02915 2.13117 -3.49094 0.42 -0.41 0.86
O -0.81905 0.74918 -4.40181 -1.89 0.94 -2.88
O 0.38212 -1.63501 5.32090 1.95 -0.63 2.04
O -1.27837 -0.00083 4.56067 -0.59 1.44 0.03
O -3.84588 -3.50996 -0.29905 -0.06 1.13 -0.59
O 0.63575 3.67177 3.16244 -0.88 0.62 -2.47
O 4.76711 -1.45954 -0.08768 2.48 2.92 -0.13
O 1.65649 0.99976 -4.61902 1.88 1.66 -4.79
```
Positions in Å, forces in eV/Å.

Its net charge is 0. As for the spin multiplicity: 1. Its energy relative to the best compared isomer or geometry (same formula, charge and spin) is 941.9 kJ/mol.



Record 2
Density functional theory data (ωB97M-V/def2-TZVPD) for a cluster of 11 separate species, C44H76N5O17 in total.

Structure (XYZ):
```
142
Properties=species:S:1:pos:R:3:forces:R:3
C 2.99971 1.85923 -0.18483 0.16 0.82 1.20
C 1.66709 1.24514 0.24377 -0.28 -1.16 -1.59
C 0.88604 0.80103 -1.02253 0.34 0.76 0.91
N -0.49404 0.28028 -0.70651 -1.41 -2.21 -1.51
C -1.47300 1.24140 0.05959 1.52 0.42 0.19
C -1.54988 2.62530 -0.60143 -0.11 -1.07 -0.76
C -2.16707 2.37125 -1.97152 0.56 -0.59 -1.49
C -1.45142 1.23385 -2.82726 -1.44 1.91 0.92
C -1.12532 -0.01139 -2.04960 -0.36 1.14 -2.03
C -0.46883 -1.15865 -0.09440 0.47 1.69 -0.30
H 3.55909 1.33486 -0.95957 -0.49 -0.12 -0.19
H 3.64891 1.85135 0.69071 0.11 0.04 -0.01
H 2.91992 2.91807 -0.43098 -0.10 -0.07 -0.38
H 0.98711 1.84493 0.84874 0.56 0.43 0.13
H 1.93434 0.35411 0.81188 -0.33 -0.13 0.17
H 1.45345 0.07458 -1.60427 -0.31 -0.53 0.31
H 0.78032 1.60988 -1.74550 -0.12 0.21 0.37
H -1.10765 1.30468 1.08459 0.04 -0.25 -0.01
H -2.48476 0.83641 0.07997 0.30 -0.61 -0.16
H -0.58218 3.10756 -0.73962 0.10 -0.04 0.34
H -2.19374 3.26744 -0.00042 0.03 0.03 0.09
H -2.13008 3.24543 -2.62156 -0.24 0.23 0.27
H -3.20514 2.04584 -1.90351 -0.09 0.23 0.28
H -0.60476 1.64394 -3.37779 0.07 -0.09 0.10
H -2.22433 0.92696 -3.53191 0.26 0.04 -0.38
H -0.50509 -0.47054 -2.81940 0.90 -0.90 1.18
H -2.03812 -0.60687 -2.06674 0.06 -0.14 1.22
H -0.09413 -1.85615 -0.84353 0.17 0.35 -0.19
H -1.52293 -1.37918 0.07396 0.33 -0.07 0.80
H 0.24814 -1.09078 0.72380 -0.74 -0.42 0.42
O -0.06930 4.67639 3.52478 -2.20 -0.58 -0.24
C -1.06711 5.01903 2.87887 3.56 0.56 1.12
O -2.23394 4.41716 2.83989 -0.65 3.08 -2.36
C -2.43922 3.27527 3.51536 1.86 -2.37 2.14
C -3.83745 2.89393 3.51397 -3.17 -0.42 -0.56
C -0.86657 6.14574 1.92566 -0.78 0.40 -0.39
H -1.99418 3.45776 4.49349 -0.10 -0.75 0.37
H -1.90347 2.48033 2.99659 0.49 -0.28 0.32
H -4.54250 3.62341 3.91255 0.26 0.43 -0.02
H -4.17761 1.96764 3.97698 1.02 -0.17 0.52
H -4.14871 2.70007 2.48750 0.00 0.35 -0.25
H -1.17924 5.68567 0.98828 0.35 0.54 -0.53
H 0.16249 6.50141 1.97716 -0.05 -0.57 -0.27
H -1.46065 7.04875 2.06612 -0.52 -0.33 0.19
C 4.24185 5.04509 -3.38897 -0.35 0.72 1.47
C 4.71851 4.26644 -4.56951 1.16 0.02 -0.10
C 3.69506 3.43608 -5.34681 -0.24 0.21 0.27
C 2.90810 2.56167 -4.47476 -0.19 -0.89 1.09
N 2.36365 1.86973 -3.72244 0.33 0.80 -0.85
H 4.29097 4.42394 -2.49462 -0.69 -0.19 0.04
H 3.27792 5.54742 -3.47021 -0.26 -0.37 -0.15
H 4.90321 5.85631 -3.08464 0.40 0.06 -0.52
H 5.50399 3.63718 -4.15101 0.02 -0.44 -0.38
H 5.25910 4.94597 -5.22837 -0.29 -0.13 -0.49
H 4.17545 2.80768 -6.09676 -0.03 0.06 -0.04
H 2.97408 4.10206 -5.82090 0.06 0.04 -0.27
C -6.52995 0.36092 -0.22051 -0.27 0.11 1.14
C -5.56553 1.55263 0.10174 -0.38 -1.39 0.92
C -6.26397 2.86444 0.62200 0.19 -1.40 -1.54
C -5.30436 3.98664 0.51590 0.11 0.99 0.03
N -4.53139 4.84301 0.36476 -1.14 -1.45 0.26
H -7.24174 0.08447 0.55733 -0.51 1.16 0.60
H -6.06586 -0.62092 -0.12715 0.92 0.16 -1.18
H -7.14686 0.49402 -1.10922 0.48 -0.12 -0.23
H -4.85326 1.60282 -0.72182 -0.44 0.88 -0.27
H -4.91489 1.24412 0.92003 0.01 -0.28 0.18
H -6.72951 2.63672 1.58091 0.78 0.45 0.48
H -7.16696 2.96530 0.01988 0.24 0.85 -0.47
C 7.66466 -0.10223 3.59563 1.42 -0.58 0.30
C 7.15058 1.21280 4.05815 -1.91 -0.46 0.17
C 5.82717 1.47671 3.35037 -0.67 1.34 0.05
C 5.95457 2.27268 2.13264 -0.03 2.78 -2.83
N 6.02019 3.00268 1.20455 -0.07 -2.56 2.91
H 7.05819 -0.96004 3.88627 -0.13 0.19 0.41
H 8.63590 -0.15615 4.08745 0.29 -0.86 -0.44
H 7.74416 -0.21098 2.51398 0.36 0.42 -0.07
H 7.84936 2.04867 4.02441 -0.09 -0.12 -0.40
H 6.79214 1.14951 5.08558 0.71 -0.22 0.35
H 5.23674 2.00994 4.09546 -0.37 0.62 -0.50
H 5.18345 0.62889 3.11603 0.55 -0.54 0.06
C -5.19788 -0.68854 5.04097 1.47 1.36 1.30
C -5.17828 -2.13144 4.73603 -1.15 -0.97 -1.60
C -4.01346 -2.59889 3.80861 0.47 1.75 0.60
C -3.79128 -1.75187 2.59500 -1.67 -3.47 3.64
N -3.56281 -1.11907 1.70288 0.79 2.50 -3.41
H -5.87319 -0.33143 5.81849 -0.71 -0.51 -0.35
H -5.25317 -0.01140 4.18861 0.09 -0.19 -0.04
H -4.26390 -0.55953 5.58791 0.58 0.83 -0.31
H -6.10110 -2.32006 4.18747 -0.21 -0.68 0.17
H -5.16901 -2.69493 5.66903 0.04 -0.25 -0.23
H -4.01831 -3.67784 3.65386 -0.02 0.27 -0.42
H -3.09181 -2.30579 4.31135 0.31 -0.59 0.55
C -6.11165 -3.49930 -4.35346 -0.95 0.32 0.65
C -4.68420 -3.68052 -4.70559 0.81 0.32 -2.08
O -4.17716 -2.34593 -4.79244 -0.72 0.62 1.34
C -5.02746 -1.56214 -4.04752 0.48 1.05 0.39
O -4.76450 -0.46261 -3.65206 -0.02 -0.63 -0.44
O -6.20184 -2.18342 -3.79205 0.98 -0.12 0.06
H -6.41142 -4.21803 -3.59079 -0.60 0.02 -0.42
H -6.67856 -3.44204 -5.28267 -0.50 -0.62 0.38
H -4.72895 -3.96402 -5.75713 0.79 -0.97 0.21
H -4.04918 -4.30171 -4.07396 -0.15 0.07 0.01
C 2.94515 -5.78145 -0.18466 -0.25 -1.74 -0.04
C 3.01957 -5.12501 1.14868 0.09 -0.30 0.47
O 3.29746 -3.80076 0.72790 1.59 0.36 3.70
C 2.84839 -3.62088 -0.45558 -1.27 5.61 -2.33
O 2.61540 -2.49190 -0.90670 0.65 -2.51 0.57
O 2.64486 -4.73684 -1.06238 -0.96 -1.29 -2.15
H 2.13989 -6.51447 -0.23290 0.33 -0.22 -0.20
H 3.92582 -6.18734 -0.43293 -0.18 -0.29 -0.26
H 3.82331 -5.60340 1.70837 0.00 0.63 0.32
H 2.09664 -5.09882 1.72800 -0.02 -0.18 -0.03
C 5.41730 -0.78927 -2.24179 -1.06 -0.06 1.96
C 6.11203 -1.92073 -3.00244 0.75 0.38 3.47
O 5.49997 -1.77699 -4.17867 -0.24 0.26 -3.78
C 5.20140 -0.45343 -4.38151 -1.72 -1.11 -3.69
O 4.87493 -0.02661 -5.45706 0.68 -0.11 0.51
O 5.11712 0.17921 -3.27604 1.21 0.75 2.63
H 5.92579 -0.34717 -1.38501 0.50 0.27 -0.51
H 4.43851 -1.04504 -1.83601 -0.08 -0.53 -0.13
H 6.00088 -2.94541 -2.64778 -0.46 0.19 0.34
H 7.18258 -1.72363 -2.94618 0.37 0.08 -0.80
C 0.57712 -0.42598 6.43796 0.77 0.59 0.24
C 0.75709 -1.88035 6.23633 0.27 -1.92 0.60
O 0.47456 -2.02197 4.85563 0.97 -3.11 -0.13
C -0.14235 -0.98492 4.42827 -0.59 1.14 -5.45
O -0.42739 -0.74385 3.25956 -0.02 -1.02 1.46
O -0.30831 -0.13759 5.35338 -0.97 3.56 3.23
H 1.54943 0.03384 6.26106 -0.19 0.63 -0.07
H 0.17929 -0.09784 7.39825 -0.16 -0.12 -0.30
H 0.06906 -2.47372 6.83851 -0.16 -0.15 -0.17
H 1.75328 -2.31387 6.32448 0.03 0.44 0.55
C -0.78807 -5.96301 -3.63090 -0.53 -1.41 -0.63
C 0.08135 -5.87232 -4.81003 -0.02 -0.51 -1.57
O 0.86473 -4.72238 -4.52528 0.10 0.61 0.12
C 0.08398 -3.94554 -3.66937 4.02 2.72 -0.99
O 0.28016 -2.80711 -3.33222 0.29 -0.83 -0.92
O -0.83637 -4.64815 -3.19270 -4.28 -1.73 2.66
H -0.27049 -6.65048 -2.96187 -0.61 0.31 0.82
H -1.75864 -6.31587 -3.97959 -0.17 -0.06 0.79
H -0.46965 -5.73851 -5.74094 -0.03 0.40 -0.09
H 0.53382 -6.85936 -4.90557 1.20 0.53 -0.15
```
Positions in Å, forces in eV/Å.

Its net charge is +1. As for the spin multiplicity: 1.



Number 1: E -29111.890 eV, molecular weight 252.210 g/mol, largest force on an atom 9.739 eV/Å. Number 2: E -89108.254 eV, molecular weight 947.110 g/mol, largest force on an atom 6.211 eV/Å.